{"formula": "C22H33AsF14N4OS5Sb2TeTi", "method": "ωB97M-V with the def2-TZVPD basis set", "charge": -1, "homo_energy_ev": [-4.7, -4.7], "gap_ev": [6.4, 5.3], "e_lumo_ev": [1.8, 0.6], "s_squared": 0.789, "spin_multiplicity": 2, "de_lowest_kcal_mol": 17.61, "symbols": ["Ti", "C", "Sb", "C", "C", "C", "C", "C", "C", "C", "C", "C", "Sb", "C", "C", "H", "H", "H", "H", "H", "H", "H", "H", "H", "H", "H", "H", "H", "H", "H", "H", "H", "H", "H", "H", "F", "As", "F", "F", "F", "F", "F", "F", "C", "F", "F", "F", "Te", "F", "F", "F", "F", "O", "C", "S", "C", "C", "S", "S", "C", "S", "S", "H", "H", "H", "C", "C", "C", "C", "N", "C", "N", "N", "N", "H", "H", "H", "H", "H", "H", "H", "H", "H", "H"], "coordinates": [[2.89, -1.14, 0.24], [0.77, -3.56, 3.44], [0.31, -1.55, 2.86], [1.43, -0.71, 4.48], [-2.55, -1.46, 4.44], [-2.65, -0.09, 4.18], [-1.92, 0.82, 5.00], [-1.92, 2.17, 4.77], [-2.67, 2.68, 3.70], [-3.41, 1.82, 2.90], [-3.42, 0.45, 3.10], [-4.20, -0.41, 2.17], [-3.03, -0.97, 0.38], [-4.59, -2.19, -0.44], [-3.58, 0.82, -0.69], [0.48, -3.73, 4.48], [1.84, -3.71, 3.33], [0.25, -4.26, 2.78], [0.96, -1.02, 5.41], [1.44, 0.38, 4.42], [2.45, -1.08, 4.45], [-1.98, -1.81, 5.28], [-3.05, -2.21, 3.83], [-1.34, 0.41, 5.82], [-1.35, 2.83, 5.40], [-2.68, 3.75, 3.51], [-3.99, 2.23, 2.08], [-5.07, 0.12, 1.80], [-4.54, -1.34, 2.64], [-5.57, -1.84, -0.11], [-4.44, -3.23, -0.15], [-4.53, -2.13, -1.53], [-4.67, 0.94, -0.70], [-3.21, 0.73, -1.71], [-3.12, 1.68, -0.22], [4.66, -0.47, -0.93], [5.85, -1.78, -0.72], [4.51, -2.33, 0.46], [5.03, -2.67, -1.92], [6.80, -3.14, -0.31], [6.94, -1.09, -1.84], [6.51, -0.89, 0.58], [2.87, 1.06, 2.32], [3.81, 0.31, 1.65], [4.50, -0.33, 2.62], [4.66, 1.25, 1.13], [1.76, -3.52, -0.23], [0.10, -2.64, -0.89], [2.36, -1.45, -1.50], [0.50, -3.69, -2.37], [-0.58, -3.89, 0.42], [-1.72, -2.94, -1.53], [1.82, -1.52, 1.52], [-1.94, -2.33, -5.01], [-0.28, -2.91, -5.42], [0.75, -1.53, -5.06], [0.69, -0.62, -4.06], [-0.44, -0.43, -2.76], [1.98, 0.57, -4.12], [2.82, 0.03, -5.52], [4.16, 0.76, -6.14], [2.06, -1.35, -6.21], [-2.62, -3.03, -5.51], [-2.10, -1.33, -5.40], [-2.11, -2.35, -3.94], [-1.43, 4.04, -1.72], [0.01, 4.21, -2.20], [0.31, 3.28, -3.37], [1.02, 4.03, -1.07], [1.14, 2.65, -0.60], [2.10, 1.76, -0.81], [1.77, 0.67, -0.17], [0.60, 0.91, 0.45], [0.21, 2.10, 0.20], [-2.12, 4.19, -2.56], [-1.68, 4.76, -0.94], [-1.60, 3.04, -1.33], [0.15, 5.24, -2.52], [0.12, 2.24, -3.11], [1.35, 3.37, -3.71], [-0.33, 3.53, -4.22], [0.75, 4.63, -0.20], [2.01, 4.33, -1.40], [2.98, 1.90, -1.41]], "lowdin_spin": [0.0030, -0.0007, 0.0247, 0.0023, 0.4722, 0.0443, 0.1067, -0.0100, 0.1391, -0.0141, 0.1107, 0.0165, 0.0148, 0.0038, 0.0004, 0.0004, -0.0002, 0.0000, 0.0004, 0.0004, -0.0002, 0.0279, 0.0300, 0.0037, -0.0038, 0.0093, -0.0037, 0.0022, 0.0034, 0.0001, 0.0001, 0.0006, 0.0001, 0.0001, -0.0002, 0.0000, 0.0000, 0.0000, 0.0000, 0.0000, 0.0000, 0.0000, 0.0000, 0.0000, 0.0000, 0.0000, 0.0002, 0.0011, 0.0004, 0.0001, 0.0002, 0.0011, 0.0102, 0.0000, 0.0000, 0.0000, 0.0001, 0.0004, 0.0000, 0.0000, 0.0001, 0.0000, 0.0000, 0.0000, 0.0000, 0.0000, 0.0000, 0.0000, 0.0000, 0.0000, 0.0001, 0.0001, 0.0015, 0.0000, 0.0000, 0.0000, 0.0000, 0.0000, 0.0000, 0.0000, 0.0000, 0.0000, 0.0000, 0.0000]}

=====

{"formula": "C22H33BF12O12S", "method": "ωB97M-V with the def2-TZVPD basis set", "homo_energy_ev": -10.9, "gap_ev": 10.8, "e_lumo_ev": -0.1, "symbols": ["C", "C", "B", "O", "C", "C", "C", "O", "S", "O", "O", "C", "H", "H", "H", "H", "H", "H", "H", "H", "H", "H", "H", "H", "H", "C", "C", "O", "C", "O", "C", "F", "F", "F", "H", "H", "H", "H", "H", "C", "C", "O", "C", "O", "C", "F", "F", "F", "H", "H", "H", "H", "H", "C", "C", "O", "C", "O", "C", "F", "F", "F", "H", "H", "H", "H", "H", "C", "C", "O", "C", "O", "C", "F", "F", "F", "H", "H", "H", "H", "H"], "coordinates": [[5.91, 0.64, 1.07], [6.59, 2.02, 1.07], [5.70, 3.24, 0.63], [6.28, 4.48, 0.57], [4.16, 3.20, 0.27], [3.25, 4.03, 1.18], [1.83, 3.52, 0.99], [1.32, 3.85, -0.32], [2.17, 3.22, -1.51], [1.71, 3.75, -2.74], [2.15, 1.79, -1.48], [3.88, 3.68, -1.17], [6.02, 0.19, 0.08], [4.87, 0.67, 1.39], [6.43, -0.02, 1.75], [7.49, 1.99, 0.45], [6.94, 2.20, 2.09], [7.24, 4.33, 0.52], [3.79, 2.18, 0.31], [3.51, 3.87, 2.22], [3.31, 5.09, 0.96], [1.81, 2.46, 1.18], [1.19, 4.03, 1.70], [3.90, 4.76, -1.21], [4.53, 3.24, -1.90], [1.29, -1.32, -1.67], [1.89, -1.17, -0.29], [0.98, -1.65, 0.73], [0.97, -2.96, 0.92], [1.63, -3.78, 0.34], [-0.01, -3.31, 2.05], [-1.18, -2.65, 1.91], [0.50, -2.97, 3.24], [-0.28, -4.62, 2.07], [0.32, -0.83, -1.72], [1.95, -0.87, -2.41], [1.15, -2.37, -1.92], [2.05, -0.11, -0.07], [2.85, -1.67, -0.20], [-2.29, -6.23, 1.17], [-2.30, -6.45, -0.32], [-2.33, -7.86, -0.65], [-3.52, -8.44, -0.60], [-4.56, -7.92, -0.31], [-3.39, -9.91, -1.02], [-2.34, -10.50, -0.43], [-3.22, -10.01, -2.35], [-4.49, -10.60, -0.70], [-1.47, -6.78, 1.63], [-2.19, -5.19, 1.39], [-3.20, -6.60, 1.63], [-1.39, -6.06, -0.77], [-3.14, -5.94, -0.80], [-7.39, -2.26, 5.10], [-5.91, -2.38, 5.36], [-5.36, -3.53, 4.68], [-5.08, -3.37, 3.39], [-5.25, -2.38, 2.75], [-4.47, -4.66, 2.84], [-5.13, -5.75, 3.23], [-3.20, -4.80, 3.27], [-4.47, -4.67, 1.50], [-7.90, -3.18, 5.38], [-7.81, -1.43, 5.68], [-7.60, -2.08, 4.05], [-5.72, -2.54, 6.42], [-5.37, -1.48, 5.06], [0.72, 6.55, -3.42], [0.94, 8.01, -3.75], [0.58, 8.31, -5.12], [-0.71, 8.49, -5.35], [-1.59, 8.43, -4.55], [-0.93, 8.83, -6.83], [-0.22, 8.02, -7.63], [-0.53, 10.10, -7.07], [-2.21, 8.73, -7.17], [1.26, 5.92, -4.13], [1.08, 6.33, -2.42], [-0.33, 6.28, -3.49], [1.99, 8.27, -3.66], [0.39, 8.66, -3.07]], "lowdin_charge": [-0.1066, -0.1360, -0.4429, 0.1566, -0.2468, -0.1264, -0.1866, -0.1935, 0.6273, -0.2528, -0.2700, -0.1456, 0.0768, 0.0604, 0.0689, 0.1048, 0.1072, 0.1093, 0.0983, 0.1312, 0.1306, 0.1242, 0.1293, 0.1148, 0.1226, -0.0577, -0.1935, 0.0379, -0.4029, 0.1710, -0.5234, 0.1625, 0.1651, 0.1472, 0.0885, 0.0803, 0.0775, 0.0920, 0.1265, -0.0754, -0.1642, 0.0407, -0.4018, 0.1736, -0.5349, 0.1609, 0.1606, 0.1678, 0.0984, 0.0404, 0.0679, 0.1277, 0.1278, -0.0594, -0.1959, 0.0350, -0.3947, 0.1754, -0.5295, 0.1723, 0.1434, 0.1600, 0.0840, 0.0827, 0.0780, 0.1246, 0.1254, -0.0660, -0.1912, 0.0342, -0.4025, 0.1715, -0.5358, 0.1621, 0.1605, 0.1696, 0.0776, 0.0696, 0.0854, 0.1234, 0.1243]}

=====

{"formula": "C22H33Br2F3N5O6P", "method": "ωB97M-V with the def2-TZVPD basis set", "homo_energy_ev": -7.2, "gap_ev": 5.6, "e_lumo_ev": -1.6, "symbols": ["C", "O", "C", "N", "C", "N", "C", "C", "C", "N", "C", "C", "C", "F", "C", "F", "F", "N", "C", "C", "C", "C", "C", "C", "C", "C", "C", "Br", "C", "C", "Br", "P", "N", "O", "O", "H", "H", "H", "H", "H", "H", "H", "H", "H", "H", "H", "H", "H", "H", "H", "H", "H", "H", "H", "H", "H", "H", "H", "H", "H", "H", "H", "H", "H", "H", "H", "H", "C", "O", "O", "O", "H"], "coordinates": [[1.91, -2.52, 2.62], [0.65, -1.91, 2.85], [0.40, -0.79, 2.07], [0.22, -1.21, 0.65], [0.49, -0.28, -0.37], [1.70, -0.35, -1.08], [2.13, -1.74, -1.38], [1.67, -2.34, -2.73], [0.66, -1.53, -3.56], [-0.34, -2.47, -4.11], [2.73, 0.21, -0.13], [3.91, 0.84, -0.89], [5.22, 0.44, -0.30], [5.80, -0.67, -0.76], [5.84, 1.13, 0.65], [5.37, 2.22, 1.20], [7.00, 0.76, 1.16], [-0.35, 0.69, -0.65], [-1.64, 0.90, 0.09], [-1.50, 1.69, 1.37], [-0.36, 2.40, 1.74], [-0.36, 3.11, 2.94], [-1.48, 3.13, 3.77], [-2.61, 2.40, 3.40], [-3.83, 2.39, 4.29], [-2.63, 1.70, 2.19], [-0.10, 1.64, -1.69], [1.28, 2.89, -1.46], [-0.85, 1.71, -2.79], [-0.62, 2.71, -3.88], [-2.30, 0.55, -3.07], [-1.02, -2.38, 0.36], [-2.29, -2.15, 1.17], [-1.29, -2.23, -1.21], [-0.33, -3.81, 0.40], [2.70, -1.78, 2.77], [2.02, -3.29, 3.37], [1.97, -2.96, 1.62], [-0.48, -0.33, 2.50], [1.27, -0.14, 2.14], [1.90, -2.43, -0.58], [3.21, -1.70, -1.43], [1.25, -3.33, -2.56], [2.56, -2.47, -3.34], [0.11, -0.81, -2.98], [1.16, -1.06, -4.41], [-1.00, -1.99, -4.69], [0.13, -3.19, -4.64], [2.26, 0.97, 0.48], [3.11, -0.58, 0.51], [3.88, 0.62, -1.96], [3.87, 1.92, -0.80], [-2.18, -0.02, 0.26], [-2.26, 1.49, -0.57], [0.53, 2.40, 1.14], [0.53, 3.67, 3.22], [-1.46, 3.69, 4.69], [-4.69, 2.76, 3.75], [-3.68, 3.01, 5.17], [-4.05, 1.37, 4.60], [-3.52, 1.13, 1.91], [-1.33, 2.57, -4.69], [-0.64, 3.72, -3.49], [0.38, 2.55, -4.29], [-2.22, -1.40, 1.84], [-2.07, -1.66, -1.28], [-0.30, -4.16, -0.50], [-5.24, -0.76, -0.34], [-4.33, -0.35, 0.43], [-5.62, -2.09, -0.07], [-5.80, -0.20, -1.27], [-5.03, -2.29, 0.66]], "lowdin_charge": [-0.0763, -0.1451, -0.2053, -0.0441, -0.2706, -0.0286, -0.1368, -0.1419, -0.2848, -0.0054, -0.1628, -0.1177, -0.2287, 0.0873, -0.3177, 0.1526, 0.1640, 0.0298, -0.0960, -0.1957, -0.0772, -0.0699, -0.0407, -0.2496, -0.0412, 0.0223, -0.6695, 0.9693, -0.7095, -0.1497, 0.9790, 0.4737, -0.0640, -0.1270, -0.0994, 0.0900, 0.0975, 0.0671, 0.1221, 0.1240, 0.0977, 0.1136, 0.1018, 0.1076, 0.0298, 0.1098, 0.0517, 0.0663, 0.0900, 0.1200, 0.1342, 0.0764, 0.0654, 0.1064, 0.0436, 0.1016, 0.1072, 0.0883, 0.0725, 0.0870, 0.1141, 0.0636, 0.0769, 0.0811, 0.0069, 0.0553, 0.0870, -0.8132, -0.1162, 0.0099, -0.0216, 0.0620]}

=====

For each record above, in turn, the calculated calculated total energy values are -8375.51511, -3382.51416, -7372.24404 Eh.